C5H10N4 | ωB97M-V/def2-TZVPD

Summary:
**LUMO energy (spin up / spin down)**: -8.99 / -9.48 eV
**Net charge**: +2
**Kohn-Sham gap (spin up / spin down)**: 9.641 / 9.001 eV
**HOMO energy (spin up / spin down)**: -18.63 / -18.48 eV

XYZ file:
```
19
Properties=species:S:1:pos:R:3:forces:R:3:lowdin_charge:R:1
C -1.735 0.724 0.278 3.02 1.38 -0.52 0.04
C -0.124 -1.124 -0.318 -1.94 -1.73 -0.47 -0.26
C 1.208 0.878 0.101 2.65 -0.95 -0.23 -0.44
C -1.446 -0.718 0.234 0.40 2.36 3.81 -0.02
C 2.685 1.129 0.190 -0.23 1.50 1.47 0.05
N 0.412 1.723 0.463 -4.20 1.11 0.60 0.33
N 0.971 -0.419 -0.334 -2.34 -0.43 0.00 0.20
N -2.660 1.583 0.221 -2.26 -2.56 0.61 0.26
N -0.112 -2.358 -0.783 0.54 -1.06 -0.65 0.26
H -1.327 -0.895 1.407 -0.46 -0.05 -1.92 0.24
H -2.307 -1.182 -0.119 -1.15 -1.76 -0.81 0.13
H 2.918 2.193 0.102 -0.14 -0.14 -0.06 0.12
H 3.123 0.612 -0.612 1.06 -0.74 -0.89 0.08
H 3.032 0.828 1.198 -0.04 -0.21 -0.65 0.13
H 1.651 -0.990 -0.721 2.71 -0.32 -0.65 0.16
H -3.735 1.367 0.243 2.25 0.34 -0.25 0.24
H -2.412 2.518 0.425 0.31 1.62 0.01 0.14
H -0.809 -3.106 -0.659 -0.21 1.14 0.17 0.18
H 0.666 -2.761 -1.316 0.05 0.51 0.42 0.17
```
Positions in Å, forces in eV/Å.